(1)
The following is a DFT calculation (ωB97M-V with the def2-TZVPD basis set) of C24H34N4O2 in the gas phase.

```
64
Properties=species:S:1:pos:R:3:lowdin_charge:R:1
C -6.69 -2.71 -1.27 -0.104
C -7.93 -1.90 -0.92 -0.232
C -7.83 -1.25 0.46 -0.147
N -6.79 -0.26 0.50 -0.134
N -6.95 0.87 -0.19 0.084
C -5.84 1.57 -0.02 -0.093
C -4.94 0.88 0.81 -0.178
C -3.58 1.35 1.21 -0.154
N -2.65 1.30 0.09 -0.156
C -1.40 1.97 0.40 -0.188
C -0.55 2.08 -0.86 -0.107
C -0.26 0.69 -1.44 -0.326
O 0.52 -0.10 -0.55 -0.021
C 1.85 0.15 -0.40 -0.254
C 2.60 1.06 -1.14 -0.007
C 3.95 1.21 -0.89 -0.006
C 4.59 0.44 0.08 -0.155
C 6.04 0.68 0.34 -0.433
O 6.49 1.81 0.47 0.069
N 6.83 -0.41 0.43 -0.047
C 6.52 -1.76 0.02 -0.159
C 7.84 -2.27 -0.56 -0.164
C 8.86 -1.61 0.36 -0.166
C 8.26 -0.23 0.62 -0.140
C 3.83 -0.46 0.82 -0.032
C 2.48 -0.60 0.59 0.010
C -1.59 -0.05 -1.64 -0.102
C -2.40 -0.06 -0.34 -0.182
C -5.58 -0.31 1.11 -0.239
C -5.15 -1.45 1.96 -0.011
H -6.79 -3.14 -2.26 0.069
H -5.81 -2.07 -1.26 0.065
H -6.54 -3.52 -0.56 0.070
H -8.07 -1.11 -1.65 0.102
H -8.81 -2.55 -0.93 0.106
H -7.62 -2.00 1.23 0.117
H -8.77 -0.75 0.70 0.124
H -5.72 2.53 -0.47 0.108
H -3.65 2.39 1.54 0.125
H -3.21 0.75 2.07 0.122
H -1.62 2.97 0.78 0.122
H -0.83 1.42 1.18 0.132
H -1.09 2.66 -1.61 0.126
H 0.38 2.59 -0.62 0.111
H 0.25 0.77 -2.41 0.145
H 2.14 1.67 -1.91 0.107
H 4.53 1.93 -1.45 0.123
H 6.23 -2.37 0.88 0.121
H 5.70 -1.77 -0.70 0.126
H 7.96 -1.90 -1.58 0.116
H 7.90 -3.35 -0.56 0.109
H 8.94 -2.17 1.29 0.110
H 9.85 -1.55 -0.08 0.108
H 8.63 0.52 -0.09 0.126
H 8.46 0.14 1.63 0.126
H 4.30 -1.03 1.61 0.116
H 1.89 -1.29 1.17 0.119
H -2.15 0.46 -2.41 0.126
H -1.39 -1.07 -1.95 0.121
H -3.35 -0.55 -0.52 0.115
H -1.84 -0.63 0.42 0.131
H -4.15 -1.27 2.34 0.072
H -5.82 -1.59 2.81 0.086
H -5.13 -2.38 1.38 0.076
```

Properties
Gap between HOMO and LUMO   9.2 eV
SMILES   CCCn1ncc(CN2CCC(Oc3ccc(C(=O)N4CCCC4)cc3)CC2)c1C
LUMO   0.75 eV
HOMO level   -8.47 eV



(2)
The following is a DFT calculation (ωB97M-V with the def2-TZVPD basis set) of C24H34N4O2 in the gas phase.

```
64
Properties=species:S:1:pos:R:3:lowdin_charge:R:1
C -9.30 -1.34 -0.47 -0.093
C -8.39 -0.38 0.31 -0.176
C -7.00 -0.91 0.41 -0.296
C -6.36 -1.62 1.39 -0.018
C -5.06 -1.88 0.90 -0.025
C -4.99 -1.33 -0.34 -0.265
C -3.86 -1.21 -1.32 -0.118
N -2.99 -0.06 -1.09 -0.154
C -3.68 1.21 -1.19 -0.197
C -2.66 2.34 -1.21 -0.167
C -1.81 2.31 0.06 -0.163
C -1.16 0.93 0.20 -0.307
C -0.36 0.78 1.49 -0.158
C 0.73 1.85 1.68 -0.099
C 1.60 2.01 0.45 -0.464
O 1.46 2.96 -0.30 0.050
N 2.52 1.05 0.18 -0.049
C 2.96 -0.02 1.06 -0.119
C 4.39 0.27 1.53 -0.132
N 5.27 0.43 0.40 -0.082
C 6.02 -0.63 -0.03 -0.289
C 6.84 -0.59 -1.17 -0.013
C 7.61 -1.69 -1.47 -0.081
C 7.57 -2.81 -0.65 -0.089
C 6.74 -2.76 0.46 -0.151
N 5.99 -1.71 0.76 0.104
C 4.82 1.50 -0.47 -0.120
C 3.39 1.21 -0.96 -0.107
C -2.24 -0.15 0.14 -0.170
O -6.17 -0.74 -0.64 0.079
H -9.34 -2.30 0.03 0.075
H -10.30 -0.93 -0.53 0.067
H -8.91 -1.48 -1.47 0.075
H -8.78 -0.24 1.32 0.115
H -8.36 0.59 -0.19 0.116
H -6.77 -1.91 2.34 0.107
H -4.28 -2.42 1.41 0.108
H -4.28 -1.11 -2.33 0.129
H -3.25 -2.11 -1.28 0.127
H -4.27 1.21 -2.11 0.125
H -4.38 1.35 -0.34 0.129
H -3.18 3.30 -1.29 0.111
H -2.02 2.22 -2.07 0.119
H -1.05 3.08 0.00 0.102
H -2.44 2.50 0.93 0.126
H -0.49 0.79 -0.66 0.149
H -1.04 0.84 2.35 0.122
H 0.09 -0.21 1.50 0.107
H 1.33 1.62 2.56 0.111
H 0.26 2.82 1.85 0.119
H 2.30 -0.12 1.92 0.108
H 2.95 -0.96 0.50 0.134
H 4.76 -0.56 2.13 0.109
H 4.40 1.20 2.11 0.130
H 6.88 0.28 -1.80 0.094
H 8.24 -1.68 -2.34 0.105
H 8.16 -3.69 -0.86 0.093
H 6.66 -3.59 1.14 0.104
H 5.49 1.61 -1.33 0.107
H 4.82 2.43 0.10 0.134
H 3.02 2.04 -1.55 0.122
H 3.38 0.29 -1.55 0.134
H -1.77 -1.14 0.19 0.129
H -2.90 -0.04 1.03 0.129
```

Properties
Gap between HOMO and LUMO   8.7 eV
SMILES   CCc1ccc(CN2CCC[C@@H](CCC(=O)N3CCN(c4ccccn4)CC3)C2)o1
LUMO   0.78 eV
HOMO level   -7.88 eV



Going by the computed energies, the most stable comes first: (1), (2).



(1)
The following is a DFT calculation (ωB97M-V with the def2-TZVPD basis set) of C2H2F3P in the gas phase.

```
8
Properties=species:S:1:pos:R:3:lowdin_charge:R:1
F -1.28 -1.28 -0.09 -0.004
C -0.56 -0.35 0.56 -0.345
P -0.43 1.47 -0.40 0.994
C 0.76 0.05 -0.02 -0.791
F 1.31 -0.68 -0.99 0.072
F 1.71 0.33 0.90 0.048
H -0.69 -0.39 1.63 0.116
H -0.82 0.84 -1.59 -0.091
```

Properties
Gap between HOMO and LUMO   10.8 eV
SMILES   F[C@@H]1PC1(F)F
LUMO   0.57 eV
HOMO level   -10.19 eV



(2)
The following is a DFT calculation (ωB97M-V with the def2-TZVPD basis set) of a molecular structure, C2H2F3P.

```
8
Properties=species:S:1:pos:R:3:lowdin_charge:R:1
C -0.79 0.12 0.03 -0.595
C 1.23 0.27 0.27 -0.313
F -1.09 1.00 -0.91 -0.029
F 1.48 0.45 -1.02 0.041
F 1.77 -0.92 0.52 0.035
P -1.63 -1.26 0.47 0.821
H 1.72 1.03 0.99 0.159
H -2.69 -0.69 -0.34 -0.119
```

Properties
Gap between HOMO and LUMO   9.9 eV
LUMO   0.08 eV
HOMO level   -9.79 eV



(3)
The following is a DFT calculation (ωB97M-V with the def2-TZVPD basis set) of C2H2F3P in the gas phase.

```
8
Properties=species:S:1:pos:R:3:lowdin_charge:R:1
F -1.03 -1.39 0.02 -0.002
C -0.67 -0.21 0.51 -0.471
P -0.52 1.27 -0.62 1.009
C 0.80 0.15 0.02 -0.729
F 1.50 -0.71 -0.70 0.090
F 1.62 0.69 0.97 0.031
H -0.75 -0.17 1.53 0.085
H -0.94 0.36 -1.74 -0.012
```

Properties
Gap between HOMO and LUMO   10.4 eV
SMILES   F[C@@H]1PC1(F)F
LUMO   0.77 eV
HOMO level   -9.68 eV



Going by the computed energies, the most stable comes first: (1), (3), (2).



(1)
The following is a DFT calculation (ωB97M-V with the def2-TZVPD basis set) of a molecular structure, CH2INO3.

```
8
Properties=species:S:1:pos:R:3:lowdin_charge:R:1
C 0.12 1.24 0.03 -0.501
N 0.12 -1.40 0.00 -0.512
O -0.09 -1.16 -1.16 0.033
O 0.27 -2.48 0.51 0.112
O 0.42 -0.36 0.81 -0.122
I -1.91 1.48 0.21 0.904
H 0.78 1.81 0.64 0.028
H 0.30 0.88 -1.05 0.058
```

Properties
Gap between HOMO and LUMO   10.3 eV
LUMO   -0.14 eV
HOMO level   -10.46 eV



(2)
The following is a DFT calculation (ωB97M-V with the def2-TZVPD basis set) of 2 unconnected molecules or ions with the total composition CH2INO3.

```
8
Properties=species:S:1:pos:R:3:lowdin_charge:R:1
C -1.01 -0.97 1.06 -0.456
N 1.27 -2.47 0.03 -0.578
O 1.80 -1.50 0.43 0.071
O 1.66 -3.52 -0.35 0.101
O -0.05 -2.48 -0.13 -0.089
I -2.55 -0.32 -0.10 0.926
H -1.25 -1.66 1.81 -0.005
H -0.05 -0.40 1.04 0.028
```

Properties
Gap between HOMO and LUMO (spin up / spin down)   8.3 / 8.3 eV
LUMO (spin up / spin down)   -1.62 / -1.62 eV
HOMO level (spin up / spin down)   -9.95 / -9.95 eV



Going by the computed energies, the most stable comes first: (1), (2).